# C7H7NO2

The molecule C7H7NO2 (ωB97M-V with the def2-TZVPD basis set, the OMol25 dataset).

## Properties
SMILES string: CC1=CC(=O)C(N)=CC1=O
Orbital gap: 7.52 eV
Strongest force on any atom: 0.065 Eh/bohr
Molecular weight: 137.14 g/mol
Multiplicity: 1
HOMO: -8.8 eV

The geometry in XYZ format:
```
17
Properties=species:S:1:pos:R:3:nbo_charge:R:1
C -1.462 1.871 -1.567 -0.6534
C -0.704 0.936 -0.692 0.0166
C -1.315 0.368 0.358 -0.2738
C -0.599 -0.646 1.130 0.4873
C 0.770 -0.963 0.717 0.1588
C 1.413 -0.375 -0.365 -0.3738
C 0.647 0.636 -1.127 0.4732
H -1.148 1.855 -2.626 0.2546
H -1.235 2.877 -1.215 0.2340
H -2.561 1.769 -1.440 0.2190
H -2.332 0.384 0.664 0.2316
H 2.266 -2.246 1.409 0.3957
H 0.932 -2.136 2.472 0.4249
H 2.389 -0.654 -0.625 0.2238
N 1.380 -1.780 1.602 -0.7666
O -1.120 -1.194 2.097 -0.5224
O 1.062 1.150 -2.170 -0.5293
```